Formula: C37H81N5O10P
Source: the Open Molecules 2025 dataset
Level of theory: ωB97M-V/def2-TZVPD

```
134
Properties=species:S:1:pos:R:3:forces:R:3:mulliken_charge:R:1
C 1.904 0.536 1.235 -0.323 0.502 0.282 -0.971
C 0.639 0.606 0.136 1.361 1.321 1.900 0.770
C 0.686 2.176 -0.357 0.262 0.416 -0.301 -1.356
C 2.105 2.652 -1.023 -0.105 0.954 -1.048 -0.230
C 2.516 4.173 -0.478 -0.651 0.390 -1.138 -0.642
C 1.270 5.232 -0.830 0.486 0.618 -0.799 -0.196
O 0.688 5.850 0.387 2.122 -0.590 -0.267 -0.536
C -0.718 0.516 1.076 1.347 1.924 0.979 -0.468
O -1.723 1.583 0.751 2.355 -2.686 0.070 -0.186
N -2.223 1.891 1.988 -6.114 0.870 -0.322 -0.031
O -3.440 2.040 1.863 4.417 -0.030 1.129 -0.308
N -1.461 -0.785 1.011 -0.749 0.160 -1.049 0.273
C -0.613 -2.013 0.759 0.419 -1.895 -1.449 -0.153
C -1.725 -3.179 0.300 -0.368 -0.123 0.052 -0.509
C -1.156 -4.704 0.354 -0.957 -1.477 -0.727 -0.153
C -2.074 -5.704 1.331 0.011 0.738 0.517 -0.624
C -1.172 -6.645 2.326 -0.885 -0.674 0.557 -0.537
C -1.458 -6.370 3.939 0.363 0.064 0.329 -0.016
N -0.147 -5.904 4.581 0.012 -1.009 0.879 -0.635
P 0.065 -2.596 2.435 -4.474 -3.738 3.962 0.112
O -1.187 -3.244 3.221 3.315 2.800 -2.691 -0.309
C 0.465 -1.856 -0.460 -0.241 -1.220 -1.956 -1.982
C 1.742 -2.925 -0.385 4.105 -3.230 0.392 0.606
C 1.861 -4.264 -1.383 1.439 0.694 1.322 -0.341
C 3.099 -5.320 -1.399 -0.768 3.735 2.663 -0.408
N 4.240 -5.154 -0.454 -4.501 3.630 -0.002 -0.481
C 4.153 -3.990 0.473 -1.504 0.425 -0.820 -0.330
C 3.031 -2.814 0.618 -1.174 -3.263 -3.319 -0.227
N 0.861 -0.455 -0.845 -0.838 -0.170 0.005 1.484
C 0.640 -0.210 -2.286 -0.637 -0.686 -2.926 -0.383
C 1.565 -1.186 -3.290 -0.561 0.607 0.225 -0.470
C 3.172 -1.084 -2.980 -0.110 -0.973 -0.448 -0.138
O 3.691 0.185 -3.538 0.853 -0.785 2.662 -0.581
H 2.945 0.415 0.690 -2.361 0.335 1.078 0.236
H 1.790 -0.330 2.008 0.171 1.488 -1.469 0.083
H 1.850 1.548 1.846 0.401 -2.132 -1.144 0.367
H 0.562 2.827 0.636 -0.078 -1.458 -2.274 0.436
H -0.162 2.448 -1.151 1.669 -0.762 2.102 0.456
H 1.898 2.801 -2.190 0.603 -0.425 2.489 0.388
H 2.980 1.880 -0.953 -1.708 1.489 0.108 -0.015
H 3.446 4.601 -1.092 -1.853 -1.261 1.600 0.312
H 2.700 4.219 0.676 -0.209 -0.240 -2.170 0.348
H 1.658 6.134 -1.508 -0.592 -2.073 1.365 0.145
H 0.416 4.717 -1.474 1.663 1.049 1.766 0.210
H 1.481 6.142 0.949 -1.698 -0.560 -1.276 0.314
H -0.426 0.690 2.220 -0.517 -0.384 -2.588 0.444
H -2.178 -0.693 0.229 0.881 -0.285 0.868 0.670
H -2.023 -0.967 1.881 0.466 0.095 -0.622 0.702
H -2.118 -2.976 -0.803 1.065 0.021 2.398 0.358
H -2.685 -3.075 0.992 2.244 -0.267 -1.249 0.184
H -0.025 -4.829 0.615 -2.131 0.519 -0.393 -0.056
H -1.291 -5.161 -0.741 0.550 1.149 2.284 0.305
H -2.736 -5.002 2.010 1.311 -1.438 -1.345 0.125
H -2.799 -6.367 0.686 1.554 1.375 1.150 0.441
H -1.508 -7.772 2.137 1.091 2.377 0.225 0.276
H -0.018 -6.501 2.129 -2.337 -0.400 0.349 0.251
H -1.797 -7.330 4.521 0.282 1.567 -1.515 0.358
H -2.259 -5.533 4.130 1.669 -1.668 -0.536 -0.119
H -0.298 -5.699 5.610 -0.015 -0.242 -1.711 0.229
H 0.560 -6.699 4.599 -1.372 1.141 -0.183 0.241
H 1.035 -3.697 2.347 -0.361 1.579 -0.404 0.152
H 0.527 -1.525 3.316 0.247 -0.487 -1.274 0.150
H -0.142 -2.267 -1.409 1.311 0.825 2.086 0.380
H 0.987 -4.455 -2.166 2.067 0.474 1.841 0.161
H 3.078 -6.227 -2.161 0.164 2.205 1.853 0.366
H 5.061 -3.900 1.246 -2.187 -0.361 -2.053 0.294
H 3.112 -1.955 1.406 0.087 -1.938 -1.672 0.126
H -0.484 -0.476 -2.591 2.047 0.590 0.593 0.173
H 0.834 0.853 -2.721 -0.190 -1.716 1.677 0.232
H 1.334 -0.781 -4.385 0.726 -0.859 2.309 0.554
H 1.123 -2.276 -3.251 1.304 2.039 -0.025 0.060
H 3.458 -1.147 -1.847 -0.956 0.020 -2.017 0.194
H 3.722 -2.001 -3.512 -1.198 1.914 1.042 0.066
H 4.372 0.486 -2.837 -1.577 -0.553 -1.978 0.380
C 4.192 -5.813 -6.146 0.052 -0.342 -0.011 -1.284
C 2.818 -5.170 -6.041 0.581 0.357 -0.165 0.323
C 2.775 -3.834 -6.765 -0.285 0.124 -0.156 -1.173
O 2.492 -4.973 -4.667 -0.207 0.035 0.501 -0.425
H 4.958 -5.178 -5.687 -0.087 0.076 -0.124 0.323
H 4.212 -6.768 -5.609 -0.053 0.099 -0.141 0.313
H 4.466 -5.992 -7.190 0.012 0.024 0.143 0.407
H 2.064 -5.842 -6.464 0.009 0.092 0.272 0.289
H 3.491 -3.128 -6.329 0.081 -0.136 -0.053 0.269
H 1.784 -3.377 -6.671 0.092 -0.123 -0.066 0.277
H 3.007 -3.953 -7.828 -0.011 0.065 0.132 0.416
H 3.157 -4.377 -4.284 -0.215 -0.232 -0.210 0.237
C -3.261 -2.488 7.017 0.243 0.257 -0.158 -1.276
C -4.142 -3.478 6.271 0.010 -0.049 0.724 0.613
C -5.471 -3.682 6.982 -0.321 -0.054 -0.166 -1.422
O -3.466 -4.728 6.168 0.146 -0.217 -0.075 -0.460
H -3.031 -2.851 8.025 -0.174 0.024 -0.045 0.362
H -2.304 -2.361 6.501 -0.160 -0.017 -0.019 0.274
H -3.748 -1.511 7.100 0.058 -0.087 0.055 0.381
H -4.321 -3.116 5.253 0.142 -0.236 0.036 0.171
H -5.319 -4.087 7.988 0.073 0.151 -0.050 0.355
H -6.090 -4.405 6.440 0.091 0.155 0.024 0.353
H -6.024 -2.740 7.063 0.033 -0.114 0.041 0.373
H -3.303 -5.057 7.067 -0.126 0.169 -0.368 0.305
C -6.427 -1.829 -1.604 0.035 0.320 -0.074 -1.325
C -5.384 -2.873 -1.968 -0.805 -0.190 0.138 0.369
C -6.025 -4.222 -2.252 0.147 -0.233 -0.220 -1.350
O -4.456 -3.008 -0.894 0.362 0.109 0.333 -0.439
H -6.973 -2.119 -0.699 -0.007 -0.112 -0.140 0.342
H -5.950 -0.867 -1.391 -0.057 -0.094 -0.116 0.307
H -7.147 -1.691 -2.417 0.068 -0.002 0.145 0.408
H -4.821 -2.541 -2.847 0.121 -0.049 0.240 0.263
H -6.556 -4.597 -1.369 -0.047 0.157 -0.067 0.348
H -5.261 -4.967 -2.500 -0.101 0.142 -0.039 0.323
H -6.733 -4.156 -3.084 0.073 -0.037 0.131 0.417
H -4.947 -3.303 -0.109 0.098 0.049 -0.372 0.295
C 1.165 9.632 2.668 0.356 0.210 0.043 -1.174
C 0.003 10.167 1.847 -0.103 -0.634 0.246 0.430
C -1.332 9.827 2.489 -0.304 0.224 0.013 -1.286
O 0.053 9.607 0.537 0.020 -0.078 -0.192 -0.409
H 1.119 8.540 2.747 -0.168 0.049 0.061 0.214
H 2.119 9.873 2.187 -0.144 0.057 0.073 0.301
H 1.164 10.055 3.676 0.030 -0.096 -0.085 0.391
H 0.096 11.254 1.742 0.010 -0.183 -0.194 0.300
H -1.467 8.742 2.562 0.143 0.054 0.062 0.295
H -2.160 10.208 1.881 0.156 0.018 0.105 0.327
H -1.408 10.257 3.493 -0.026 -0.076 -0.090 0.382
H -0.029 8.643 0.619 0.002 0.336 -0.024 0.277
C 3.491 9.582 -3.791 0.198 -0.323 -0.150 -1.333
C 3.128 9.746 -2.324 -0.161 0.708 -0.455 0.664
C 1.819 10.503 -2.158 -0.193 -0.011 0.340 -1.155
O 4.169 10.453 -1.655 0.225 0.019 0.156 -0.565
H 3.624 10.557 -4.273 -0.154 -0.045 0.084 0.336
H 4.441 9.047 -3.894 -0.149 0.015 0.034 0.334
H 2.717 9.028 -4.330 0.074 0.086 0.000 0.356
H 3.045 8.761 -1.852 0.174 0.155 0.108 0.020
H 1.893 11.510 -2.583 0.068 -0.136 -0.158 0.360
H 1.576 10.624 -1.097 -0.010 -0.166 -0.239 0.237
H 0.994 9.976 -2.648 0.031 0.100 0.070 0.353
H 4.250 11.330 -2.067 -0.083 -0.401 0.166 0.364
```
Positions in Å, forces in eV/Å.

Values from the calculation:
Frontier orbital gap in eV: 7.050
E_HOMO in eV: -10.772
E in eV: -76871.86937
Charge: +1

Formula: C5H8O2
Source: the Open Molecules 2025 dataset
Level of theory: ωB97M-V/def2-TZVPD

```
15
Properties=species:S:1:pos:R:3:forces:R:3:mulliken_charge:R:1
O 2.493 0.779 0.683 -0.413 0.182 0.087 -0.509
C 1.599 0.173 -0.235 -0.175 -0.189 -0.195 -0.512
C 0.465 -0.498 0.521 0.128 0.120 0.054 -0.041
O -0.247 0.479 1.358 -0.134 -0.259 -0.354 -0.323
C -1.491 -0.055 1.036 0.089 -0.251 -0.488 -0.291
C -1.530 0.142 -0.928 -0.071 0.218 0.533 -0.806
C -0.866 -0.914 -0.115 0.085 -0.138 0.134 -0.013
H 1.950 1.347 1.256 0.290 -0.157 -0.163 0.344
H 1.201 0.903 -0.960 0.144 -0.133 0.229 0.242
H 2.171 -0.581 -0.791 -0.144 0.139 0.102 0.287
H 0.870 -1.281 1.175 -0.084 0.179 -0.116 0.358
H -2.162 0.694 0.182 0.065 0.081 -0.454 0.233
H -0.945 0.956 -1.359 -0.140 -0.219 0.205 0.270
H -2.394 -0.186 -1.515 0.269 0.121 0.315 0.364
H -1.114 -1.958 -0.309 0.092 0.307 0.112 0.397
```
Positions in Å, forces in eV/Å.

Values from the calculation:
Frontier orbital gap in eV: 9.683
E_HOMO in eV: -8.766
E in eV: -9404.78969
ΔE to the lowest compared entry with this formula, charge and spin in kcal per mole: 116.3

Formula: C25H25HoO
Source: the Open Molecules 2025 dataset
Level of theory: ωB97M-V/def2-TZVPD

```
52
Properties=species:S:1:pos:R:3:forces:R:3:mulliken_charge:R:1
C 0.650 -1.886 1.535 0.137 -1.049 -0.119 -0.167
C -0.697 -2.148 1.137 0.648 -0.664 0.048 -0.549
C -0.671 -2.487 -0.261 0.519 -0.105 0.517 -0.849
H -1.496 -2.247 1.883 0.129 0.221 -0.726 0.434
C 0.685 -2.409 -0.701 0.046 -0.614 0.695 -0.301
C 1.503 -2.051 0.408 -0.360 -0.861 0.327 -1.036
H 2.593 -2.043 0.462 -0.355 0.161 -0.226 0.454
H 1.012 -1.802 2.556 -0.208 0.240 -0.244 0.643
H -1.498 -2.820 -0.890 0.135 0.221 0.321 0.433
H 1.068 -2.670 -1.677 -0.150 0.103 -0.105 0.460
C -0.901 2.386 0.380 0.719 0.042 0.393 -0.957
C -0.505 1.823 1.633 0.757 0.826 -0.173 -0.162
C 0.926 1.697 1.617 -0.433 1.008 -0.003 -0.335
H -1.124 1.702 2.523 0.124 -0.181 -0.486 0.457
C 1.404 2.173 0.358 -0.572 0.607 0.642 -0.865
C 0.277 2.607 -0.399 -0.051 -0.096 0.702 -0.504
H 0.327 3.094 -1.363 -0.078 -0.164 -0.045 0.486
H -1.915 2.666 0.111 0.175 -0.095 -0.042 0.415
H 1.545 1.479 2.480 -0.074 -0.230 -0.165 0.493
H 2.449 2.318 0.101 -0.188 -0.161 -0.073 0.464
Ho 0.124 -0.015 -0.067 -0.824 0.715 -1.745 1.000
O -0.085 -0.169 -3.209 -0.070 -0.612 -1.434 -0.252
C -1.291 -0.743 -3.720 1.356 -0.579 -0.941 -0.336
C -0.018 -0.919 -4.526 -1.330 0.127 1.925 -0.141
H -1.653 -1.630 -3.202 -0.101 0.305 0.144 0.159
H -2.021 -0.046 -4.136 0.083 -0.111 0.295 0.288
H 0.492 -1.894 -4.468 -0.223 0.614 0.212 0.364
H 0.978 -1.910 -6.839 -0.206 0.789 -0.135 0.284
C 0.663 -0.852 -6.940 -0.375 0.412 0.803 -0.509
C 0.144 -0.176 -5.786 0.463 0.573 -1.584 0.659
C -0.263 1.171 -5.922 0.382 -0.739 -0.148 -0.493
H -0.661 1.695 -5.044 0.226 -0.128 -0.440 0.317
C -0.123 1.817 -7.155 0.042 -0.083 0.026 -0.480
H -0.399 2.866 -7.222 -0.005 -0.137 -0.049 0.358
C 0.375 1.160 -8.289 0.090 -0.564 0.557 -0.497
H 0.492 1.684 -9.241 -0.121 -0.183 0.404 0.363
C 0.754 -0.191 -8.175 -0.045 0.101 0.240 -0.413
H 1.138 -0.733 -9.052 -0.182 0.298 0.481 0.346
C -0.876 -0.308 4.278 -0.901 0.342 -2.037 -1.174
C -0.621 -0.172 5.654 0.816 0.174 3.133 0.715
C -0.806 1.067 6.341 -0.208 -1.260 -0.798 -0.422
C -0.396 1.214 7.661 0.369 -0.117 0.172 -0.337
C 0.263 0.169 8.342 -0.524 0.068 -0.733 -0.531
C 0.368 -1.071 7.685 0.373 0.331 0.352 -0.287
C -0.048 -1.259 6.368 -0.394 0.982 -0.294 -0.421
H -1.892 -0.151 3.865 0.858 -0.052 0.136 0.452
H 0.000 -0.248 3.633 -0.501 -0.308 -0.212 0.191
H -1.273 1.850 5.733 0.212 0.012 0.645 0.358
H -0.560 2.169 8.154 0.119 -0.108 -0.028 0.356
H 0.679 0.342 9.351 -0.421 -0.295 -0.699 0.344
H 0.844 -1.889 8.210 -0.013 -0.094 0.003 0.354
H 0.041 -2.209 5.826 0.138 0.318 0.509 0.371
```
Positions in Å, forces in eV/Å.

Values from the calculation:
Frontier orbital gap (spin up / spin down) in eV: 7.719 / 6.324
E_HOMO (spin up / spin down) in eV: -7.349 / -6.210
E in eV: -54170.90166
2S+1: 5

Formula: C7H14
Source: the Open Molecules 2025 dataset
Level of theory: ωB97M-V/def2-TZVPD

```
21
Properties=species:S:1:pos:R:3:forces:R:3:mulliken_charge:R:1
C 0.730 -1.533 0.168 0.129 0.059 -0.064 -0.841
C 1.679 -0.664 -0.116 -0.030 -0.172 -0.014 0.395
C 2.999 -0.109 0.190 0.155 -0.055 0.185 -0.475
C 2.230 0.304 -1.067 -0.081 0.050 -0.212 -0.451
H 0.763 -2.150 1.062 0.054 0.088 -0.108 0.262
H -0.116 -1.658 -0.498 0.168 0.034 0.098 0.211
H 3.108 0.628 0.984 -0.075 -0.122 -0.141 0.194
H 3.853 -0.771 0.073 -0.075 0.126 -0.004 0.237
H 2.572 -0.056 -2.033 0.021 0.034 0.145 0.230
H 1.819 1.312 -1.081 0.035 -0.195 0.008 0.222
H 0.373 1.729 0.760 0.181 0.001 0.083 -0.295
H 1.025 1.768 1.115 -0.004 0.106 0.053 0.252
C -2.039 1.448 0.362 -0.098 -0.148 0.040 -0.995
C -2.064 0.130 0.539 -0.096 0.220 0.006 0.255
C -2.673 -0.836 -0.436 -0.054 -0.028 -0.060 -1.056
H -2.412 1.905 -0.551 -0.004 -0.074 0.106 0.230
H -1.655 2.120 1.124 -0.067 -0.128 -0.123 0.420
H -1.657 -0.291 1.459 -0.110 0.084 -0.120 0.319
H -3.673 -1.129 -0.095 0.096 0.019 -0.051 0.309
H -2.770 -0.387 -1.429 -0.027 -0.051 0.141 0.287
H -2.093 -1.759 -0.530 -0.117 0.152 0.032 0.292
```
Positions in Å, forces in eV/Å.

Values from the calculation:
Frontier orbital gap in eV: 10.602
SMILES: C=C1CC1.[H][H].C=CC
E_HOMO in eV: -9.389
E in eV: -7482.29074
ΔE to the lowest compared entry with this formula, charge and spin in kcal per mole: 92.3